The following is a quantum chemistry calculation of a molecular structure, C43H50B2CdF4N11O2S4, from OMol25.

Each line ends with the Löwdin charge.
Element x y z (Å)
Cd (-0.4053, -3.2622, -0.2541)  1.2826
C (-0.9409, -1.8235, -4.8757)  -0.0529
C (-0.3517, -0.7458, -4.0248)  -0.2466
C (0.6010, 0.1017, -4.4820)  0.0512
C (1.1543, 1.0960, -3.6268)  -0.2075
N (0.7866, 1.1848, -2.3919)  0.1851
N (-0.1545, 0.3404, -1.9200)  0.0260
B (-0.3847, 0.5876, -0.4124)  -0.8128
N (-1.8421, 0.5644, 0.0480)  -0.0217
N (-2.4242, 1.6030, -0.5913)  0.1826
C (-3.6427, 1.9217, -0.3097)  -0.2106
C (-4.3527, 1.2144, 0.7017)  0.0506
C (-3.7867, 0.1513, 1.3172)  -0.2408
C (-4.5319, -0.6370, 2.3483)  -0.0764
C (-2.4544, -0.2560, 0.9174)  -0.6794
S (-1.7790, -1.6680, 1.5230)  0.6408
C (-4.2628, 3.0845, -1.0678)  -0.5456
C (-4.5144, 4.2321, -0.0808)  -0.0406
C (-3.3313, 3.5626, -2.1803)  -0.0526
C (-5.5917, 2.6266, -1.6838)  -0.0443
N (0.2752, 1.9752, 0.0282)  0.0005
N (0.1002, 3.2544, -0.2715)  0.2005
C (0.9381, 4.0837, 0.2995)  -0.2085
C (1.9550, 3.6372, 1.1948)  0.0688
C (2.1289, 2.3196, 1.4843)  -0.1999
C (3.1462, 1.7248, 2.4028)  -0.0124
C (1.2149, 1.4783, 0.8192)  -0.4728
S (0.9600, -0.2079, 0.7907)  1.0295
C (0.8053, 5.5660, -0.0223)  -0.5502
C (-0.3066, 5.8069, -1.0395)  -0.0584
C (2.1351, 6.0694, -0.6038)  -0.0372
C (0.4813, 6.3323, 1.2662)  -0.0435
C (-0.7736, -0.6197, -2.6482)  -0.6322
S (-1.9378, -1.6515, -1.9865)  0.7174
C (2.1291, 2.1530, -4.1323)  -0.5333
C (2.7375, 2.9317, -2.9669)  -0.0557
C (3.2559, 1.5174, -4.9492)  -0.0388
C (1.3238, 3.1180, -5.0193)  -0.0393
H (-0.4753, -1.8264, -5.8606)  0.0827
H (-2.0186, -1.6816, -4.9748)  0.0831
H (-0.8138, -2.7985, -4.4010)  0.0789
H (0.9479, 0.0155, -5.5036)  0.1223
H (-5.3570, 1.5179, 0.9717)  0.1187
H (-5.4756, -0.1469, 2.5865)  0.0765
H (-3.9370, -0.7563, 3.2538)  0.0738
H (-4.7277, -1.6438, 1.9756)  0.0844
H (-3.5735, 4.5769, 0.3546)  0.0810
H (-5.1742, 3.9262, 0.7346)  0.0783
H (-4.9838, 5.0735, -0.5958)  0.0856
H (-2.3509, 3.8363, -1.7896)  0.0519
H (-3.7784, 4.4279, -2.6756)  0.0867
H (-3.1746, 2.7769, -2.9222)  0.0898
H (-6.3422, 2.4071, -0.9214)  0.0761
H (-5.4495, 1.7294, -2.2893)  0.0949
H (-5.9911, 3.4141, -2.3266)  0.0845
H (2.6069, 4.3694, 1.6559)  0.1217
H (3.7555, 2.4930, 2.8735)  0.0817
H (3.7942, 1.0391, 1.8506)  0.1028
H (2.6499, 1.1212, 3.1691)  0.0911
H (-0.1358, 5.2416, -1.9568)  0.0787
H (-0.3417, 6.8709, -1.2834)  0.0877
H (-1.2783, 5.5084, -0.6441)  0.0650
H (2.3942, 5.5195, -1.5109)  0.0751
H (2.9596, 5.9611, 0.1034)  0.0795
H (2.0491, 7.1282, -0.8567)  0.0868
H (-0.4610, 5.9850, 1.6952)  0.0895
H (0.3868, 7.3988, 1.0503)  0.0857
H (1.2618, 6.2123, 2.0201)  0.0777
H (3.3521, 2.2846, -2.3358)  0.0732
H (1.9581, 3.3742, -2.3444)  0.0510
H (3.3688, 3.7298, -3.3655)  0.0860
H (3.8301, 0.8132, -4.3483)  0.0564
H (3.9353, 2.3016, -5.2924)  0.0886
H (2.8901, 0.9901, -5.8296)  0.0772
H (0.5099, 3.5745, -4.4501)  0.0823
H (0.8900, 2.6025, -5.8797)  0.0824
H (1.9750, 3.9118, -5.3927)  0.0834
C (0.5202, -5.3607, 8.6457)  -0.0599
C (0.8337, -4.7091, 7.3231)  -0.2813
C (2.1445, -4.5512, 6.8919)  -0.0438
C (2.4309, -3.9655, 5.6629)  -0.0634
C (1.3908, -3.5267, 4.8632)  -0.2967
C (0.0716, -3.6653, 5.2788)  -0.0462
C (-0.1982, -4.2568, 6.4994)  -0.0406
S (1.7228, -2.7365, 3.3041)  0.5150
O (3.1427, -2.8840, 3.0658)  -0.3223
O (1.2020, -1.3994, 3.4643)  -0.3947
N (0.8384, -3.4576, 2.2087)  -0.1721
C (0.9548, -4.7773, 1.8938)  -0.4033
C (1.5888, -5.8108, 2.6191)  -0.0145
C (1.5202, -7.1024, 2.1587)  -0.0758
C (0.8485, -7.4017, 0.9725)  -0.0768
C (0.2932, -6.3532, 0.2825)  -0.1196
N (0.3542, -5.0882, 0.7201)  -0.0034
H (1.4314, -5.6481, 9.1694)  0.0687
H (-0.0849, -6.2582, 8.5042)  0.0782
H (-0.0440, -4.6867, 9.2935)  0.0771
H (2.9562, -4.8950, 7.5238)  0.1059
H (3.4471, -3.8509, 5.3089)  0.1108
H (-0.7276, -3.3121, 4.6380)  0.1144
H (-1.2267, -4.3717, 6.8248)  0.1122
H (2.1294, -5.5880, 3.5261)  0.0921
H (1.9989, -7.8912, 2.7276)  0.1036
H (0.7785, -8.4082, 0.5870)  0.0973
H (-0.2139, -6.4997, -0.6610)  0.0919
N (1.2544, -2.6081, -1.5447)  0.0933
C (2.1207, -2.2834, -2.2351)  -0.1875
C (3.1591, -1.8023, -3.0314)  -0.2774
C (4.0503, -0.8397, -2.4884)  -0.2586
N (4.7766, -0.0498, -2.0591)  0.1303
C (3.2513, -2.1778, -4.3954)  -0.2640
N (3.3356, -2.4736, -5.5092)  0.1173
F (-2.0852, -6.5919, -1.9067)  0.1129
B (-2.0414, -5.2085, -2.0671)  -1.3082
F (-0.6910, -4.7995, -2.2965)  0.0110
F (-2.4011, -4.5767, -0.8210)  -0.0200
F (-2.8676, -4.7788, -3.0865)  0.1239

For the HOMO energy, the calculation gives -5.6252 eV. The energy above the lowest of the compared OMol25 structures with the same formula, charge and spin comes out at 0.00 kJ/mol. The total charge is -1.

---

The following is a quantum chemistry calculation of a molecular structure, C43H50Cl2N6O3PSiTi in a non-equilibrium geometry, from OMol25.

Each line ends with the Löwdin charge.
Element x y z (Å)
Ti (-1.5114, -0.3420, 0.5827)  1.0266
Cl (-7.2912, -3.8438, 0.1946)  0.6274
C (-5.7005, -3.3071, 0.6558)  -0.6832
C (-5.2868, -2.0422, 0.2559)  -0.0335
C (-4.0272, -1.5907, 0.6078)  -0.2110
N (-3.4577, -0.3507, 0.2834)  -0.0403
C (-4.1911, 0.8306, 0.3256)  -0.4952
O (-5.3370, 0.9880, -0.0969)  0.0200
C (-3.4130, 1.8402, 1.0240)  -0.2534
C (-3.9754, 3.0456, 1.4423)  -0.0530
C (-3.2730, 3.8974, 2.2529)  -0.0984
C (-1.9707, 3.4899, 2.6674)  -0.0832
C (-1.4653, 2.3050, 2.2305)  -0.1580
N (-2.1221, 1.4479, 1.3896)  -0.0457
C (-3.1869, -2.3844, 1.4146)  -0.2257
C (-3.5989, -3.6566, 1.7703)  -0.0401
C (-4.8525, -4.1195, 1.3922)  -0.6835
Cl (-5.3237, -5.7257, 1.8757)  0.6244
N (-1.9302, -1.8349, 1.8213)  -0.0106
C (-0.8506, -2.7214, 1.4799)  -0.4889
O (-0.0947, -3.2312, 2.2803)  0.0571
C (-0.8501, -2.9454, 0.0152)  -0.2047
C (-0.6477, -4.2050, -0.5427)  -0.0207
C (-1.1304, -4.4726, -1.8016)  -0.0834
C (-1.8347, -3.4516, -2.4818)  -0.0763
C (-1.9345, -2.2135, -1.9190)  -0.1230
N (-1.3909, -1.9013, -0.7154)  -0.0267
H (-5.9302, -1.4171, -0.3457)  0.1055
H (-4.9858, 3.2576, 1.1138)  0.1160
H (-3.6993, 4.8337, 2.5894)  0.0866
H (-1.3760, 4.0939, 3.3406)  0.0938
H (-0.4897, 1.9889, 2.5611)  0.0684
H (-2.9515, -4.2845, 2.3698)  0.1195
H (-0.1902, -4.9695, 0.0744)  0.1212
H (-1.0263, -5.4571, -2.2393)  0.0968
H (-2.3085, -3.6413, -3.4358)  0.0990
H (-2.4570, -1.4101, -2.4193)  0.0866
C (0.7448, -0.9804, -4.1539)  -0.1610
C (2.0751, -1.0125, -4.9579)  -0.1604
N (3.2146, -1.0250, -4.0361)  -0.1593
C (3.1701, -2.2724, -3.2612)  -0.1510
C (1.7736, -2.4386, -2.5989)  -0.1530
N (1.0169, -1.1924, -2.7333)  -0.1341
C (1.8246, -0.0871, -2.2142)  -0.1523
C (3.0793, 0.1081, -3.1076)  -0.1443
H (0.0478, -1.7529, -4.4904)  0.1084
H (0.2471, -0.0138, -4.2648)  0.0889
H (2.1689, -0.1410, -5.6104)  0.1078
H (2.1412, -1.9052, -5.5852)  0.1096
H (3.9616, -2.2260, -2.5093)  0.1070
H (3.3972, -3.1043, -3.9320)  0.1082
H (1.8516, -2.6817, -1.5399)  0.0979
H (1.1964, -3.2364, -3.0703)  0.1082
H (2.1026, -0.3281, -1.1941)  0.0747
H (1.2122, 0.8120, -2.1666)  0.0830
H (3.9892, 0.1738, -2.5066)  0.1036
H (3.0118, 1.0238, -3.7018)  0.1123
C (-2.8372, 3.2728, -1.7205)  -0.2788
P (-1.7543, 1.8143, -2.0157)  0.8481
C (-2.7669, 1.0524, -3.3512)  -0.2938
C (-0.5083, 2.6889, -3.0551)  -0.2890
H (-2.9442, 3.8389, -2.6499)  0.0374
H (-2.4150, 3.9185, -0.9465)  0.0411
H (-3.8212, 2.9439, -1.3857)  0.0321
H (-3.0852, 1.8139, -4.0672)  0.0393
H (-3.6509, 0.5911, -2.9035)  0.0383
H (-2.1986, 0.2818, -3.8776)  0.0184
H (-1.0146, 3.2591, -3.8378)  0.0390
H (0.1887, 1.9936, -3.5218)  0.0056
H (0.0732, 3.3694, -2.4317)  0.0164
C (4.3492, -0.1482, 2.7076)  -0.0882
C (3.2350, -0.8136, 1.8752)  -0.5745
C (2.7677, -2.0295, 2.6853)  -0.0882
C (3.8436, -1.3391, 0.5686)  -0.0942
Si (1.7527, 0.3924, 1.6336)  0.5500
O (0.3669, -0.1519, 0.9362)  -0.3666
C (2.2776, 1.9322, 0.6580)  -0.1965
C (3.5788, 2.2158, 0.2241)  -0.0959
C (3.8853, 3.3837, -0.4673)  -0.0911
C (2.8935, 4.3187, -0.7276)  -0.0966
C (1.5907, 4.0558, -0.3240)  -0.0994
C (1.2889, 2.8718, 0.3348)  -0.0856
C (1.3583, 0.9087, 3.4028)  -0.2510
C (0.4737, 0.1238, 4.1546)  -0.0857
C (0.2022, 0.4264, 5.4822)  -0.0739
C (0.8064, 1.5233, 6.0841)  -0.0978
C (1.6787, 2.3197, 5.3524)  -0.0941
C (1.9499, 2.0105, 4.0238)  -0.1022
H (5.1030, -0.9103, 2.9412)  0.0829
H (3.9704, 0.2408, 3.6544)  0.0700
H (4.8601, 0.6668, 2.1986)  0.0615
H (3.5968, -2.7460, 2.7604)  0.0860
H (1.9195, -2.5403, 2.2334)  0.0535
H (2.4779, -1.7485, 3.7012)  0.0805
H (4.7248, -1.9532, 0.7949)  0.0858
H (4.1619, -0.5407, -0.1065)  0.0546
H (3.1339, -1.9716, 0.0355)  0.0628
H (4.3781, 1.5147, 0.4069)  0.0730
H (4.9011, 3.5604, -0.8020)  0.0971
H (3.1320, 5.2411, -1.2436)  0.0962
H (0.8045, 4.7757, -0.5233)  0.1016
H (0.2566, 2.6781, 0.6019)  0.0724
H (-0.0205, -0.7269, 3.6940)  0.0988
H (-0.4866, -0.1917, 6.0456)  0.1032
H (0.5907, 1.7634, 7.1184)  0.0940
H (2.1441, 3.1821, 5.8147)  0.0943
H (2.6228, 2.6479, 3.4548)  0.1047

For the HOMO energy (spin up / spin down), the calculation gives -2.4151 / -5.0640 eV. The energy above the lowest of the compared OMol25 structures with the same formula, charge and spin comes out at 124.93 kJ/mol. The total charge is -1. The spin multiplicity is 3.

---

Question: Which of these has the lowest energy above the lowest of the compared OMol25 structures with the same formula, charge and spin?
Answer: C43H50B2CdF4N11O2S4

---

Question: Among the records above, which one has the highest energy above the lowest of the compared OMol25 structures with the same formula, charge and spin?
Answer: C43H50Cl2N6O3PSiTi

---

Question: Number 2 is which compound?
Answer: C43H50Cl2N6O3PSiTi

---

Question: Which value of total charge does entry 2 give?
Answer: -1